(1)
{"formula": "C6H10O", "method": "the ωB97M-V functional and the def2-TZVPD basis", "species": ["C", "C", "O", "C", "C", "C", "C", "H", "H", "H", "H", "H", "H", "H", "H", "H", "H"], "positions_angstrom": [[2.23522, 0.84546, -0.17225], [0.94575, 0.14218, 0.06157], [0.26994, 0.23033, 1.21392], [-0.62675, -0.78829, 0.76069], [-2.03292, -0.19390, 0.63475], [-1.53103, 0.42611, -0.67910], [-0.17345, -0.40402, -0.69473], [2.06931, 1.91123, -0.38253], [2.87851, 0.75954, 0.70773], [2.75329, 0.40558, -1.02858], [1.33064, -1.61027, 0.51627], [0.53940, -1.83398, 0.86249], [-2.32890, 0.49292, 1.43061], [-2.79569, -0.96436, 0.49826], [-2.12830, 0.16505, -1.55449], [-1.38090, 1.50737, -0.64854], [-0.02411, -1.09095, -1.52608]], "nbo_charge": [-0.68, 0.37, -0.46, 0.15, -0.46, -0.37, -0.37, 0.22, 0.24, 0.23, -0.07, 0.09, 0.22, 0.21, 0.22, 0.21, 0.23], "e_lumo_ev": 0.930, "gap_ev": 8.871, "fmax_ev_per_a": 0.3, "multiplicity": 1}

(2)
{"formula": "C6H10O", "method": "the ωB97M-V functional and the def2-TZVPD basis", "species": ["C", "C", "C", "C", "C", "C", "O", "H", "H", "H", "H", "H", "H", "H", "H", "H", "H"], "positions_angstrom": [[-1.17183, -0.50088, 0.56076], [-1.00007, 0.70746, -0.31401], [0.10766, 1.65833, 0.05675], [0.30991, 0.67591, -1.05870], [1.06701, -0.60345, -0.76050], [0.59976, -1.21147, 0.56358], [1.14106, -0.79206, 1.70592], [-1.66763, -0.28110, 1.52714], [-0.18108, -0.62070, 1.43215], [-1.69779, -1.34021, 0.10323], [-1.88809, 1.10253, -0.79994], [-0.02336, 2.70294, -0.20875], [0.64303, 1.47717, 0.98633], [0.36351, 1.06005, -2.07623], [2.14115, -0.43858, -0.62190], [0.91503, -1.31335, -1.58372], [0.34173, -2.28258, 0.48790]], "nbo_charge": [-0.62, -0.25, -0.43, -0.21, -0.47, 0.25, -0.79, 0.26, 0.50, 0.24, 0.23, 0.22, 0.24, 0.22, 0.24, 0.21, 0.16], "e_lumo_ev": 0.934, "gap_ev": 9.841, "fmax_ev_per_a": 0.5, "multiplicity": 1}

(3)
{"formula": "C6H10O", "method": "the ωB97M-V functional and the def2-TZVPD basis", "species": ["C", "C", "O", "C", "C", "C", "C", "H", "H", "H", "H", "H", "H", "H", "H", "H", "H"], "positions_angstrom": [[-1.74180, -1.23891, 0.51215], [-1.03024, 0.53979, -0.76622], [-1.04851, 1.62716, -0.23785], [1.89818, 1.62435, -0.35823], [1.81751, 0.30878, -0.19600], [0.80372, -0.35108, 0.71793], [-0.43052, -0.70002, -0.13341], [-2.43083, -0.39910, 0.63094], [-1.64738, -1.71439, 1.49236], [-2.22558, -1.93878, -0.17773], [-1.58905, 0.36838, -1.71130], [2.54207, 2.08881, -1.10162], [1.26681, 2.29100, 0.22292], [2.43996, -0.34606, -0.81022], [0.53365, 0.33200, 1.52992], [1.22410, -1.25592, 1.17633], [-0.12943, -1.41521, -0.90891]], "nbo_charge": [-0.61, 0.46, -0.55, -0.38, -0.20, -0.44, -0.32, 0.22, 0.23, 0.22, 0.11, 0.20, 0.21, 0.20, 0.22, 0.22, 0.21], "e_lumo_ev": 1.049, "gap_ev": 10.552, "smiles": "C=CC[C@@H](C)C=O", "fmax_ev_per_a": 0.6, "multiplicity": 1}

(4)
{"formula": "C6H10O", "method": "the ωB97M-V functional and the def2-TZVPD basis", "species": ["C", "C", "C", "C", "C", "C", "O", "H", "H", "H", "H", "H", "H", "H", "H", "H", "H"], "positions_angstrom": [[-0.50367, 1.80905, 0.46787], [-0.56658, 0.28684, 0.41238], [-1.04492, -0.28443, -0.93811], [-0.39177, -1.58709, -1.25270], [0.63523, -1.72624, -0.17921], [0.79143, -0.42390, 0.63167], [1.91310, 0.33304, 0.20895], [0.18901, 2.19152, -0.28782], [-1.48883, 2.25343, 0.28239], [-0.14552, 2.16136, 1.44014], [-1.25128, -0.06671, 1.19585], [-0.65746, 0.33288, -1.77716], [-2.13076, -0.29281, -1.09427], [1.58357, -2.18420, -0.49335], [0.13289, -2.49836, 0.44065], [0.96845, -0.60990, 1.69474], [1.96710, 0.30551, -0.75203]], "nbo_charge": [-0.60, -0.26, -0.60, 0.18, -0.63, 0.09, -0.71, 0.21, 0.21, 0.22, 0.21, 0.27, 0.25, 0.25, 0.28, 0.19, 0.46], "e_lumo_ev": 0.274, "gap_ev": 8.759, "fmax_ev_per_a": 0.4, "multiplicity": 1}

(5)
{"formula": "C6H10O", "method": "the ωB97M-V functional and the def2-TZVPD basis", "species": ["C", "C", "C", "C", "C", "C", "O", "H", "H", "H", "H", "H", "H", "H", "H", "H", "H"], "positions_angstrom": [[1.98976, 0.35528, 0.14777], [0.53083, 0.01758, -0.05672], [-0.00339, -1.31850, 0.51048], [-1.07236, -0.72243, -1.11290], [-1.74420, 0.42022, -0.40512], [-0.52622, 1.09365, 0.27424], [0.21444, -0.30344, -1.44462], [2.25096, 1.28484, -0.37201], [2.62457, -0.45075, -0.23893], [2.19951, 0.48225, 1.21754], [-0.39597, -1.35268, 1.53384], [0.64727, -2.16999, 0.27035], [-1.06642, -1.77788, -0.58001], [-2.54224, 0.11146, 0.27992], [-2.19704, 1.03470, -1.19121], [-0.25248, 2.05035, -0.18414], [-0.65701, 1.24534, 1.35150]], "nbo_charge": [-0.63, 0.24, -0.46, 0.09, -0.49, -0.43, -0.55, 0.22, 0.22, 0.22, 0.20, 0.22, 0.27, 0.22, 0.23, 0.22, 0.21], "e_lumo_ev": 0.829, "gap_ev": 8.815, "fmax_ev_per_a": 2.6, "multiplicity": 1}

(6)
{"formula": "C6H10O", "method": "the ωB97M-V functional and the def2-TZVPD basis", "species": ["C", "C", "C", "C", "C", "C", "O", "H", "H", "H", "H", "H", "H", "H", "H", "H", "H"], "positions_angstrom": [[0.90376, 1.91746, -0.17488], [1.35139, 0.53718, 0.20683], [-0.38742, -0.33038, 1.29482], [0.48962, -0.59036, 0.14368], [-0.65805, -0.80123, -1.15995], [-1.51686, -1.65909, -0.40784], [-1.83565, -1.30423, 0.76646], [1.65712, 2.66476, 0.09164], [-0.03674, 2.23065, 0.29394], [0.74161, 1.99618, -1.26636], [2.42640, 0.36103, 0.18230], [-0.16823, -0.79200, 2.25388], [-0.86139, 0.64185, 1.35774], [1.02771, -1.53479, 0.25968], [-0.24750, -1.20929, -2.08621], [-0.99277, 0.23178, -1.28395], [-1.66470, -2.71473, -0.67116]], "nbo_charge": [-0.66, -0.20, -0.12, -0.30, -0.53, 0.27, -0.53, 0.22, 0.20, 0.21, 0.20, 0.21, 0.20, 0.22, 0.23, 0.22, 0.15], "e_lumo_ev": [0.664, 0.452], "gap_ev": [7.809, 7.080], "fmax_ev_per_a": 0.9, "multiplicity": 1}

(7)
{"formula": "C6H10O", "method": "the ωB97M-V functional and the def2-TZVPD basis", "species": ["O", "C", "C", "C", "C", "C", "C", "H", "H", "H", "H", "H", "H", "H", "H", "H", "H"], "positions_angstrom": [[1.54115, 2.56705, 1.49419], [0.47180, 2.19143, 1.91390], [-0.23921, 0.95107, 1.44050], [0.40809, 0.28766, 0.23223], [0.21265, -1.17517, 0.12454], [-1.29013, -1.60193, -1.45432], [0.22768, -1.62709, -1.28665], [-0.05067, 2.75616, 2.71637], [-0.27052, 0.24030, 2.27889], [-1.28655, 1.21379, 1.23829], [1.50807, 0.30209, 0.38618], [0.24679, 0.88159, -0.68538], [-1.70721, -2.10780, -0.58470], [-1.60071, -2.17051, -2.31350], [-1.73029, -0.61289, -1.54585], [0.58291, -2.65464, -1.41677], [0.69425, -0.96683, -2.02971]], "nbo_charge": [-0.53, 0.45, -0.51, -0.60, 0.18, -0.61, -0.55, 0.11, 0.25, 0.23, 0.30, 0.20, 0.23, 0.23, 0.21, 0.22, 0.19], "e_lumo_ev": 0.423, "gap_ev": 8.828, "fmax_ev_per_a": 0.8, "multiplicity": 1}

(8)
{"formula": "C6H10O", "method": "the ωB97M-V functional and the def2-TZVPD basis", "species": ["C", "C", "C", "C", "C", "C", "O", "H", "H", "H", "H", "H", "H", "H", "H", "H", "H"], "positions_angstrom": [[-1.48023, -0.75682, -0.78956], [-0.40782, -0.06353, 0.02560], [-0.69676, 1.43047, 0.21148], [1.66273, 0.85532, -0.89031], [1.09414, -0.40160, -0.39913], [1.18586, -0.92382, 1.04171], [-0.21244, -0.72403, 1.28672], [-2.44466, -0.62726, -0.28352], [-1.55201, -0.32440, -1.79296], [-1.27670, -1.82822, -0.87001], [-1.77053, 1.63144, 0.24270], [-0.25617, 1.77919, 1.14767], [2.05174, 1.40840, -0.00511], [-0.27711, 2.00962, -0.61838], [1.09824, -1.18656, -1.16205], [1.80697, -0.30306, 1.70259], [1.47475, -1.97515, 1.15256]], "nbo_charge": [-0.63, 0.36, -0.66, -0.01, -0.47, -0.06, -0.54, 0.22, 0.22, 0.22, 0.22, 0.23, 0.09, 0.23, 0.23, 0.17, 0.18], "e_lumo_ev": -0.382, "gap_ev": 8.337, "fmax_ev_per_a": 0.4, "multiplicity": 1}

(9)
{"formula": "C6H10O", "method": "the ωB97M-V functional and the def2-TZVPD basis", "species": ["C", "O", "C", "C", "C", "C", "C", "H", "H", "H", "H", "H", "H", "H", "H", "H", "H"], "positions_angstrom": [[-1.91151, -0.25807, -0.82743], [-0.82548, -0.97649, -0.26988], [0.31981, -0.21810, 0.15919], [1.53000, -0.99178, -0.34587], [0.30985, -0.15745, 1.69232], [0.31280, 1.18359, -0.34185], [0.34556, 2.31530, -0.75666], [-1.65225, 0.09468, -1.83287], [-2.71808, -0.98018, -0.94704], [-2.29986, 0.57837, -0.21673], [1.40693, -2.03911, -0.01556], [2.44825, -0.49230, -0.00658], [1.52418, -0.92587, -1.43353], [1.16588, 0.40651, 2.08615], [0.30975, -1.18000, 2.07040], [-0.60010, 0.30620, 2.07869], [0.33427, 3.33470, -1.09275]], "nbo_charge": [-0.25, -0.54, 0.18, -0.60, -0.61, -0.05, -0.22, 0.17, 0.19, 0.18, 0.22, 0.21, 0.22, 0.22, 0.22, 0.22, 0.24], "e_lumo_ev": 1.010, "gap_ev": 10.631, "smiles": "C#CC(C)(C)OC", "fmax_ev_per_a": 0.7, "multiplicity": 1}

(10)
{"formula": "C6H10O", "method": "the ωB97M-V functional and the def2-TZVPD basis", "species": ["C", "C", "C", "C", "C", "C", "H", "H", "H", "H", "H", "H", "H", "H", "H", "H", "O"], "positions_angstrom": [[0.66928, -1.53620, 1.55982], [-0.42123, -2.24836, 1.28113], [-0.02540, 0.67625, 0.57720], [0.88474, -0.19614, 0.97662], [-0.43973, 2.55930, -1.01969], [0.25141, 1.96181, -0.05755], [1.48158, -2.00020, 2.10365], [-0.45510, -3.26140, 1.65776], [-1.26800, -1.85336, 0.74276], [-1.07434, 0.44130, 0.62847], [1.92841, 0.05088, 0.78585], [-1.39299, 2.25796, -1.44202], [-0.05365, 3.50372, -1.33064], [1.18107, 2.44114, 0.21894], [-0.77349, 0.01375, -2.05244], [-0.00203, -1.28792, -1.86101], [-0.63382, -0.85468, -2.45516]], "nbo_charge": [-0.23, -0.36, -0.23, -0.20, -0.39, -0.21, 0.21, 0.20, 0.20, 0.20, 0.20, 0.19, 0.20, 0.20, 0.47, 0.47, -0.94], "e_lumo_ev": 0.323, "gap_ev": 9.137, "smiles": "C=C/C=C/C=C.O", "fmax_ev_per_a": 1.2, "multiplicity": 1}